Here is a cluster of 7 separate species, H12NO9 in total from OMol25. Energies are from ωB97M-V/def2-TZVPD.

Cartesian coordinates (Å):
1 N -24.534813 10.425785 10.790047
2 O -25.756346 10.106034 10.673170
3 O -23.935581 10.119427 11.845225
4 O -23.953512 11.000295 9.865287
5 O -24.155628 9.102166 14.725428
6 H -24.963160 8.721875 14.367742
7 H -23.772418 9.547268 13.958176
8 O -27.536742 12.221499 11.268630
9 H -27.021406 11.421288 11.042140
10 H -27.039783 12.934189 10.859230
11 O -21.238816 8.671797 12.503473
12 H -22.097114 9.115352 12.466187
13 H -21.423399 7.778415 12.200539
14 O -21.680094 11.723105 12.851812
15 H -22.002037 11.213982 12.095217
16 H -22.354583 12.395514 12.977393
17 O -21.302807 13.163040 9.516224
18 H -22.205475 13.195572 9.181887
19 H -20.996107 14.073933 9.516092
20 O -25.556526 7.260757 10.353744
21 H -25.691800 8.179430 10.644447
22 H -26.442462 6.891596 10.316944

Forces on atoms 1 to 2 (eV/Å):
N -0.030 -0.225 -0.192
O 0.247 0.015 0.049

## Properties
highest occupied orbital energy	-6.24	eV
total energy	-739.091430	Eh
Kohn-Sham gap	9.418	eV
net charge	-1
energy relative to the best compared isomer or geometry (same formula, charge and spin)	0.6311	eV
largest force on an atom	0.43	eV Å⁻¹